1.
ORCA calculation (ωB97M-V with the def2-TZVPD basis set) on an isolated molecule of C5H9NOS at a distorted geometry.

As for the largest force on an atom: 0.1081 hartree/bohr. The value obtained for the total energy is -723.890884 Eh. Its LUMO energy is 0.03022 Ha. As for the spin multiplicity: 1.

Last column: natural (NBO) charge in e.
CARTESIAN COORDINATES (ANGSTROEM)
C1 0.431 0.249 -0.301  -0.3579
C2 0.862 0.562 0.902  0.2666
C3 -1.506 1.265 0.026  -0.2511
C4 2.031 -0.009 1.698  -0.6335
C5 -0.682 -1.570 -1.806  -0.7498
N1 -0.997 1.989 1.131  -0.3446
O1 0.190 1.322 1.666  -0.3598
S1 0.867 -0.578 -1.637  0.3251
H1 -1.761 1.961 -0.884  0.1922
H2 -2.286 0.573 0.090  0.1811
H3 2.480 -0.769 1.061  0.2255
H4 1.657 -0.270 2.606  0.2295
H5 2.808 0.698 2.121  0.2280
H6 -1.446 -0.808 -1.967  0.2253
H7 -0.680 -2.288 -0.966  0.2288
H8 -0.853 -2.195 -2.694  0.2301
H9 -0.702 2.981 0.877  0.3644

---

2.
ORCA calculation (ωB97M-V with the def2-TZVPD basis set) on a structure of composition C5H9NOS at a distorted geometry.

As for the largest force on an atom: 0.1157 hartree/bohr. The value obtained for the total energy is -723.992326 Eh. Its LUMO energy is 0.02192 Ha. As for the spin multiplicity: 1.

Last column: natural (NBO) charge in e.
CARTESIAN COORDINATES (ANGSTROEM)
C1 -2.979 -0.748 -0.125  -0.6456
C2 -1.983 0.416 0.165  -0.4553
C3 -0.478 -0.030 0.172  0.2446
C4 1.984 0.512 0.072  -0.5943
C5 0.542 1.086 0.399  0.0214
H1 -3.286 -1.077 -1.297  0.2213
H2 -2.741 -1.847 0.314  0.2366
H3 -4.022 -0.434 0.357  0.2162
H4 -2.220 0.896 1.169  0.2327
H5 -1.906 1.122 -0.677  0.2252
H6 2.673 0.552 0.960  0.2331
H7 2.581 0.919 -0.841  0.2426
H8 0.510 1.528 1.495  0.2044
H9 -0.093 1.913 -1.345  0.4531
N1 -0.004 -1.136 0.101  -0.5953
O1 0.196 2.271 -0.345  -0.7017
S1 1.528 -1.325 -0.136  0.4612

---

3.
ORCA calculation (ωB97M-V with the def2-TZVPD basis set) on an isolated molecule of C5H9NOS at a distorted geometry.

As for the largest force on an atom: 0.1341 hartree/bohr. The value obtained for the total energy is -723.885776 Eh. Its SMILES is CN(C=S)OC1CC1. Its LUMO energy is 0.02627 Ha. As for the spin multiplicity: 1.

Last column: natural (NBO) charge in e.
CARTESIAN COORDINATES (ANGSTROEM)
C1 -0.208 1.604 -0.113  -0.4341
N1 -0.454 0.143 -0.416  -0.1029
C2 -1.510 -0.642 -0.081  -0.1076
S1 -3.011 -0.204 0.237  -0.1029
O1 0.741 -0.438 -0.710  -0.3512
C3 1.584 -0.433 0.386  0.0198
C4 3.080 -0.805 0.052  -0.4323
C5 2.579 0.593 0.373  -0.4675
H1 0.231 2.175 -0.955  0.2136
H2 -1.116 1.928 -0.109  0.2117
H3 0.454 1.993 0.741  0.2163
H4 -1.194 -1.608 -0.211  0.1945
H5 1.194 -0.622 1.414  0.2120
H6 3.278 -1.063 -1.192  0.2407
H7 3.568 -1.358 0.844  0.2233
H8 2.959 1.185 1.295  0.2334
H9 2.889 1.242 -0.724  0.2332

---

Looking at energy relative to the best compared isomer or geometry (same formula, charge and spin) for the records above, in order, we have 6.229; 3.469; 6.368 eV.